(1)
{"formula": "C4HFNO2", "method": "ωB97M-V/def2-TZVPD", "species": ["C", "C", "C", "C", "N", "O", "O", "F", "H"], "coordinates": [[-0.09, 0.07, -0.15], [0.57, 0.30, -1.34], [1.01, 1.77, -0.07], [2.27, 2.35, 0.06], [-0.05, 1.22, 0.57], [1.31, 3.27, -0.15], [3.45, 2.32, 0.21], [1.28, -0.73, -1.96], [-0.68, -0.78, 0.18]], "total_charge": -1, "spin_multiplicity": 1, "homo_energy_ev": -3.3}

=====

(2)
{"formula": "C4HIN2", "method": "ωB97M-V/def2-TZVPD", "species": ["C", "C", "C", "C", "I", "H", "N", "N"], "coordinates": [[1.29, 1.29, -0.06], [0.14, 0.95, 0.12], [-1.17, 0.66, 0.17], [-2.39, 0.55, 0.03], [-4.40, 0.53, 0.04], [2.31, 1.18, -0.38], [1.96, -3.10, -0.06], [2.26, -2.06, 0.13]], "smiles": "C#CC#CI.N#N", "spin_multiplicity": 1, "homo_energy_ev": -9.2}

=====

(3)
{"formula": "C4HKO2", "method": "ωB97M-V/def2-TZVPD", "species": ["O", "C", "C", "H", "C", "C", "O", "K"], "coordinates": [[0.95, 2.18, 0.39], [0.47, 1.19, -0.32], [0.05, 0.77, -1.55], [0.50, 3.01, 0.16], [-0.45, -1.35, 0.06], [0.13, -0.15, -0.42], [0.25, -2.38, 0.26], [-1.90, -3.28, 1.43]], "spin_multiplicity": 1, "homo_energy_ev": -6.5}

=====

(4)
{"formula": "C4HLiO4Tl", "method": "ωB97M-V/def2-TZVPD", "species": ["O", "C", "C", "C", "H", "Li", "O", "C", "O", "O", "Tl"], "coordinates": [[2.33, -2.39, 0.10], [2.90, -2.95, -0.70], [-0.58, -0.49, 0.45], [-0.65, -0.53, -0.87], [-0.61, -1.28, -1.66], [1.03, -1.43, 1.47], [-1.51, 0.71, -0.96], [-0.95, 1.61, -0.22], [-1.23, 2.81, -0.11], [-0.33, 1.01, 0.78], [-0.40, 2.92, 1.71]], "total_charge": 3, "spin_multiplicity": 1, "homo_energy_ev": [-23.0, -22.9]}

=====

no.,E (Eh)
1,-458.01384
2,-560.11705
3,-903.24871
4,-632.40219